# 1
{
  "formula": "C3H4BrCl",
  "method": "ωB97M-V with the def2-TZVPD basis set",
  "species": ["C", "C", "C", "Cl", "Br", "H", "H", "H", "H"],
  "positions_angstrom": [[1.181, 0.681, 0.173], [0.433, -0.372, -0.096], [-1.350, -0.235, 0.010], [0.834, -1.971, -0.505], [3.012, 0.753, -0.173], [0.940, 1.612, 0.514], [-1.743, -0.337, 1.015], [-1.801, -0.912, -0.689], [-1.506, 0.781, -0.249]],
  "forces_ev_per_a": [[1.12, -2.37, -1.18], [-5.05, 0.42, 0.94], [3.90, 0.23, 0.41], [0.74, 0.02, -0.23], [0.89, -0.35, -0.03], [-1.60, 1.94, 0.71], [0.34, -0.52, 0.21], [0.03, -0.30, -0.25], [-0.36, 0.92, -0.57]],
  "nbo_charge": [-0.338, -0.048, -0.586, 0.051, 0.050, 0.228, 0.218, 0.220, 0.206],
  "relative_energy_kcal_mol": 24.1,
  "total_energy_ha": -3150.85558,
  "smiles": "C/C(Cl)=C/Br",
  "homo_energy_ev": -9.26,
  "lumo_ev": 0.897,
  "charge": 0,
  "orbital_gap_ev": 10.161
}

# 2
{
  "formula": "C3H4BrCl",
  "method": "ωB97M-V with the def2-TZVPD basis set",
  "species": ["C", "C", "C", "Cl", "Br", "H", "H", "H", "H"],
  "positions_angstrom": [[-0.317, -1.643, -1.116], [0.160, -0.831, -1.917], [0.112, 0.986, 1.250], [0.872, 0.429, -2.606], [-1.119, -0.381, 1.678], [-0.810, -2.453, -0.859], [0.289, 1.549, 2.170], [1.096, 0.666, 0.907], [-0.283, 1.678, 0.494]],
  "forces_ev_per_a": [[3.03, 4.92, -4.19], [-1.54, -2.69, 3.18], [0.88, 1.59, -0.04], [0.61, 1.07, -0.79], [-0.34, -0.48, 0.17], [-2.01, -3.33, 1.58], [-0.15, -0.03, -0.16], [-0.34, -0.62, -0.03], [-0.15, -0.43, 0.27]],
  "nbo_charge": [-0.211, -0.160, -0.683, 0.144, 0.029, 0.213, 0.222, 0.224, 0.222],
  "relative_energy_kcal_mol": 55.4,
  "total_energy_ha": -3150.80574,
  "smiles": "C#CCl.CBr",
  "homo_energy_ev": -9.50,
  "lumo_ev": 0.638,
  "charge": 0,
  "orbital_gap_ev": 10.138
}

# 3
{
  "formula": "C3H4BrCl",
  "method": "ωB97M-V with the def2-TZVPD basis set",
  "species": ["C", "C", "C", "Cl", "Br", "H", "H", "H", "H"],
  "positions_angstrom": [[0.788, 0.426, -1.027], [-0.220, -0.042, -0.269], [-0.365, -0.205, 1.182], [-1.542, -0.863, -1.079], [0.664, 0.364, -2.936], [1.793, 0.827, -0.778], [-1.320, 0.121, 1.505], [0.287, 0.530, 1.737], [-0.086, -1.158, 1.665]],
  "forces_ev_per_a": [[-0.01, -0.06, -0.23], [0.73, -0.91, -1.37], [2.25, 1.56, 2.19], [-0.12, 0.23, 0.03], [0.21, 0.12, 0.38], [-1.26, -0.28, 0.50], [-1.21, -0.17, 0.13], [-0.20, -0.53, -0.75], [-0.41, 0.04, -0.88]],
  "nbo_charge": [-0.291, -0.040, -0.663, -0.008, 0.049, 0.248, 0.237, 0.224, 0.243],
  "relative_energy_kcal_mol": 8.1,
  "total_energy_ha": -3150.88119,
  "smiles": "C/C(Cl)=C/Br",
  "homo_energy_ev": -9.31,
  "lumo_ev": 0.842,
  "charge": 0,
  "orbital_gap_ev": 10.155
}

# 4
{
  "formula": "C3H4BrF",
  "method": "ωB97M-V with the def2-TZVPD basis set",
  "species": ["C", "C", "C", "F", "Br", "H", "H", "H", "H"],
  "positions_angstrom": [[-0.634, 0.841, -1.003], [-0.547, -0.315, -0.358], [0.861, -1.093, -0.505], [-1.478, -1.087, 0.024], [2.394, -0.018, -0.032], [-1.612, 1.407, -0.988], [0.309, 1.298, -1.304], [0.659, -2.022, -0.065], [0.990, -1.330, -1.549]],
  "forces_ev_per_a": [[-1.86, 0.87, 1.32], [5.29, 0.99, -3.12], [-2.36, 1.80, -0.63], [-2.52, -1.46, 1.35], [-0.20, -0.56, 0.32], [1.35, -0.60, -0.37], [-0.55, 0.04, -0.03], [0.78, -1.27, 1.51], [0.07, 0.20, -0.35]],
  "nbo_charge": [-0.516, 0.412, -0.520, -0.297, 0.028, 0.217, 0.227, 0.223, 0.226],
  "relative_energy_kcal_mol": 19.2,
  "total_energy_ha": -2790.53325,
  "smiles": "C=C(F)CBr",
  "homo_energy_ev": -9.77,
  "lumo_ev": 0.851,
  "charge": 0,
  "orbital_gap_ev": 10.616
}

# 5
{
  "formula": "C3H4BrF",
  "method": "ωB97M-V with the def2-TZVPD basis set",
  "species": ["C", "C", "C", "F", "Br", "H", "H", "H", "H"],
  "positions_angstrom": [[-0.460, 0.106, -0.723], [-0.529, 0.205, 0.783], [0.675, -0.268, 0.098], [0.893, -1.860, -0.098], [2.417, 0.552, 0.010], [-0.885, -0.579, -1.273], [-0.536, 1.003, -1.282], [-0.403, 1.173, 1.074], [-1.173, -0.332, 1.410]],
  "forces_ev_per_a": [[1.32, 3.37, 1.81], [0.32, -1.40, -1.03], [1.85, -3.78, -1.47], [-0.62, 4.01, 1.04], [-0.93, -0.42, 0.30], [-2.26, -4.24, -2.12], [0.57, 1.10, -0.09], [0.28, 2.53, 1.01], [-0.53, -1.18, 0.56]],
  "nbo_charge": [-0.451, -0.442, 0.296, -0.415, 0.080, 0.234, 0.224, 0.229, 0.244],
  "relative_energy_kcal_mol": 40.3,
  "total_energy_ha": -2790.49960,
  "smiles": "FC1(Br)CC1",
  "homo_energy_ev": -10.52,
  "lumo_ev": 0.731,
  "charge": 0,
  "orbital_gap_ev": 11.250
}

# 6
{
  "formula": "C3H4BrN",
  "method": "ωB97M-V with the def2-TZVPD basis set",
  "species": ["C", "C", "C", "N", "Br", "H", "H", "H", "H"],
  "positions_angstrom": [[0.750, -1.730, -0.288], [-0.798, 0.588, 0.339], [0.455, 0.659, -0.560], [0.448, -2.782, 0.024], [1.962, 1.380, 0.218], [-1.245, 1.506, 0.590], [-0.378, 0.154, 1.275], [-1.552, -0.225, -0.037], [0.357, 0.451, -1.560]],
  "forces_ev_per_a": [[0.23, 4.47, -1.08], [0.90, -3.40, -0.34], [-1.13, -2.75, 3.85], [-0.48, -2.28, 0.65], [-0.17, 0.21, -0.60], [-0.50, 1.39, -0.10], [-0.60, 0.42, -0.42], [1.41, 1.85, 0.40], [0.35, 0.10, -2.36]],
  "nbo_charge": [0.043, -0.712, -0.016, -0.510, 0.228, 0.238, 0.260, 0.267, 0.202],
  "relative_energy_kcal_mol": 83.1,
  "total_energy_ha": -2745.32951,
  "homo_energy_ev": [-10.28, -10.28],
  "lumo_ev": [-1.830, -1.830],
  "charge": 0,
  "orbital_gap_ev": [8.450, 8.448]
}

# 7
{
  "formula": "C3H4BrN",
  "method": "ωB97M-V with the def2-TZVPD basis set",
  "species": ["C", "C", "C", "N", "Br", "H", "H", "H", "H"],
  "positions_angstrom": [[-0.027, -1.495, -0.074], [0.889, 1.476, -0.014], [-0.821, -0.070, 0.082], [-0.283, 1.130, 0.299], [-2.741, -0.110, 0.070], [-0.743, -2.395, -0.323], [0.907, -1.814, 0.249], [1.242, 2.567, 0.183], [1.578, 0.712, -0.471]],
  "forces_ev_per_a": [[-7.28, 3.72, -0.47], [1.43, 0.66, -0.17], [3.15, -6.95, -0.42], [-0.47, 1.33, 0.35], [0.87, -0.11, -0.26], [1.37, 2.12, 0.57], [1.87, 0.45, 0.52], [-0.58, -2.17, -0.22], [-0.35, 0.94, 0.12]],
  "nbo_charge": [-0.422, -0.006, 0.086, -0.495, 0.084, 0.209, 0.195, 0.192, 0.158],
  "relative_energy_kcal_mol": 74.6,
  "total_energy_ha": -2745.34320,
  "smiles": "C=NC(=C)Br",
  "homo_energy_ev": [-8.83, -8.39],
  "lumo_ev": [-0.675, -0.635],
  "charge": 0,
  "orbital_gap_ev": [8.159, 7.755]
}

# 8
{
  "formula": "C3H4BrN",
  "method": "ωB97M-V with the def2-TZVPD basis set",
  "species": ["C", "C", "C", "N", "Br", "H", "H", "H", "H"],
  "positions_angstrom": [[-0.003, -2.361, 1.082], [0.615, 2.458, -1.104], [-1.043, -1.552, 1.028], [-0.344, 1.736, -0.845], [-2.227, -0.609, 0.075], [0.831, -2.298, 0.355], [0.182, -3.065, 1.882], [1.463, 2.432, -0.551], [0.527, 3.259, -1.922]],
  "forces_ev_per_a": [[0.36, 1.16, -0.96], [-2.57, 1.55, -2.55], [0.21, -1.64, 0.91], [-0.34, -0.22, -0.09], [0.01, 0.21, -0.27], [-0.53, -0.12, 0.07], [-0.23, 0.17, 0.34], [2.93, -0.11, 1.70], [0.16, -0.99, 0.85]],
  "nbo_charge": [-0.531, -0.217, -0.101, -0.177, 0.209, 0.201, 0.224, 0.194, 0.197],
  "relative_energy_kcal_mol": 120.7,
  "total_energy_ha": -2745.26966,
  "homo_energy_ev": [-9.29, -7.73],
  "lumo_ev": [0.249, -0.393],
  "charge": 0,
  "orbital_gap_ev": [9.539, 7.333]
}

# 9
{
  "formula": "C3H4BrNO",
  "method": "ωB97M-V with the def2-TZVPD basis set",
  "species": ["C", "C", "C", "N", "O", "Br", "H", "H", "H", "H"],
  "positions_angstrom": [[0.053, 0.908, -0.334], [0.255, -0.543, -0.428], [-1.732, 0.075, 0.232], [-1.153, 1.332, -0.103], [-1.082, -0.983, -0.352], [-3.614, -0.081, 0.055], [0.749, 1.705, -0.570], [0.817, -0.945, -1.251], [0.710, -0.872, 0.437], [-1.634, -0.076, 2.174]],
  "forces_ev_per_a": [[-0.33, 3.23, -1.51], [-0.93, 0.67, -0.47], [-1.64, -0.83, 2.59], [1.71, -2.45, 0.88], [-0.82, 0.28, 0.26], [-0.03, 0.02, -0.23], [0.55, -0.42, 0.04], [-0.12, 0.07, -0.69], [1.43, -0.83, 2.31], [0.19, 0.27, -3.17]],
  "nbo_charge": [0.112, -0.160, 0.271, -0.421, -0.504, 0.091, 0.208, 0.227, 0.214, -0.039],
  "relative_energy_kcal_mol": 93.7,
  "total_energy_ha": -2820.56409,
  "homo_energy_ev": [-8.78, -8.78],
  "lumo_ev": [-0.423, -0.423],
  "charge": 0,
  "orbital_gap_ev": [8.358, 8.354]
}

# 10
{
  "formula": "C3H4BrNO",
  "method": "ωB97M-V with the def2-TZVPD basis set",
  "species": ["C", "C", "C", "N", "O", "Br", "H", "H", "H", "H"],
  "positions_angstrom": [[1.208, 0.751, -2.008], [1.686, 1.611, -1.259], [-1.469, -0.575, 1.529], [-0.742, -1.249, 0.639], [-1.129, -1.484, -0.552], [2.622, 2.433, 0.044], [0.974, 0.284, -2.935], [-1.018, -0.134, 2.489], [-2.277, -0.111, 1.124], [0.145, -1.526, 0.928]],
  "forces_ev_per_a": [[1.52, 2.87, 1.41], [-0.92, -2.71, -1.46], [4.04, -0.48, 0.86], [-3.99, 2.28, 0.34], [0.73, -0.27, 0.85], [-0.23, 0.15, -0.06], [-0.39, -0.33, 0.17], [-0.50, -1.37, -1.62], [-2.51, 0.90, -0.88], [2.25, -1.04, 0.40]],
  "nbo_charge": [-0.214, -0.230, -0.227, -0.013, -0.507, 0.193, 0.248, 0.197, 0.193, 0.360],
  "relative_energy_kcal_mol": 121.4,
  "total_energy_ha": -2820.51983,
  "smiles": "C=[NH+][O-].C#CBr",
  "homo_energy_ev": -8.99,
  "lumo_ev": 0.473,
  "charge": 0,
  "orbital_gap_ev": 9.462
}

# 11
{
  "formula": "C3H4BrNO",
  "method": "ωB97M-V with the def2-TZVPD basis set",
  "species": ["C", "C", "C", "N", "O", "Br", "H", "H", "H", "H"],
  "positions_angstrom": [[-1.540, 0.867, -0.505], [0.514, 1.899, 0.203], [0.654, -2.145, -0.069], [-0.610, 1.343, 0.044], [0.364, -1.038, -0.407], [-3.027, 0.165, 0.410], [1.319, 1.192, 0.369], [0.611, 3.080, 0.084], [0.539, -2.879, -0.924], [1.175, -2.485, 0.794]],
  "forces_ev_per_a": [[-3.34, -1.72, -1.87], [0.49, 2.17, 0.20], [-0.06, -1.04, -3.80], [2.41, 2.28, 0.79], [0.21, 0.88, 1.18], [-0.09, 0.07, 0.33], [0.32, 0.54, -0.01], [-0.14, -2.88, 0.55], [-0.04, -0.37, 1.14], [0.24, 0.07, 1.49]],
  "nbo_charge": [0.085, -0.188, 0.287, -0.342, -0.508, 0.029, 0.210, 0.209, 0.099, 0.121],
  "relative_energy_kcal_mol": 92.7,
  "total_energy_ha": -2820.56559,
  "homo_energy_ev": -7.89,
  "lumo_ev": 0.301,
  "charge": 0,
  "orbital_gap_ev": 8.194
}

# 12
{
  "formula": "C3H4BrNO3",
  "method": "ωB97M-V with the def2-TZVPD basis set",
  "species": ["C", "C", "C", "N", "O", "O", "O", "Br", "H", "H", "H", "H"],
  "positions_angstrom": [[-0.476, -0.521, -0.486], [-0.748, -1.455, 0.643], [0.457, 0.561, -0.035], [0.502, 1.871, -0.716], [-0.864, -0.619, -1.616], [-0.424, 2.607, -0.469], [1.407, 2.111, -1.473], [2.210, -0.244, 0.161], [-0.901, -0.920, 1.544], [0.229, -1.945, 0.848], [-1.430, -2.255, 0.601], [0.038, 0.809, 0.998]],
  "forces_ev_per_a": [[-0.81, -0.60, -1.29], [2.02, -0.56, 0.52], [0.12, 0.40, 3.26], [0.05, 0.07, -1.22], [-0.14, 0.09, 0.00], [-0.41, 0.04, 0.29], [0.17, -0.06, -0.03], [-0.07, 0.38, -0.08], [-0.46, 0.68, 0.91], [-0.42, 0.13, -0.17], [-1.16, -0.55, -0.90], [1.10, -0.01, -1.29]],
  "nbo_charge": [0.555, -0.730, -0.273, 0.516, -0.474, -0.357, -0.331, 0.098, 0.227, 0.257, 0.253, 0.259],
  "relative_energy_kcal_mol": 80.8,
  "total_energy_ha": -2971.07735,
  "smiles": "CC(=O)[C@@H](Br)[N+](=O)[O-]",
  "homo_energy_ev": -10.70,
  "lumo_ev": -0.485,
  "charge": 0,
  "orbital_gap_ev": 10.211
}

# 13
{
  "formula": "C3H4BrNS",
  "method": "ωB97M-V with the def2-TZVPD basis set",
  "species": ["C", "C", "C", "N", "S", "Br", "H", "H", "H", "H"],
  "positions_angstrom": [[-0.084, 1.151, -1.302], [0.456, -0.326, -0.750], [-0.204, -0.285, 1.927], [-1.264, 1.353, -1.241], [1.138, -0.248, 0.882], [-1.706, -1.294, 1.600], [0.709, 1.633, -1.976], [-0.375, -1.130, -0.529], [1.093, -0.550, -1.563], [0.237, -0.303, 2.951]],
  "forces_ev_per_a": [[2.57, -2.21, -0.81], [-2.91, 0.34, 1.16], [1.38, 0.19, 0.85], [-1.86, 1.00, 0.20], [1.18, 0.31, -0.27], [-0.71, -0.41, 0.11], [-1.04, -0.16, 1.14], [1.20, 1.83, -1.51], [1.10, -0.99, -0.21], [-0.92, 0.09, -0.66]],
  "nbo_charge": [-0.044, -0.625, -0.587, -0.200, 0.399, 0.115, 0.210, 0.259, 0.244, 0.229],
  "relative_energy_kcal_mol": 89.9,
  "total_energy_ha": -3143.50872,
  "homo_energy_ev": [-9.04, -7.74],
  "lumo_ev": [-0.392, -0.683],
  "charge": 0,
  "orbital_gap_ev": [8.646, 7.057]
}

# 14
{
  "formula": "C3H4BrO3Pd2",
  "method": "ωB97M-V with the def2-TZVPD basis set",
  "species": ["Pd", "Pd", "Br", "C", "C", "O", "C", "O", "O", "H", "H", "H", "H"],
  "positions_angstrom": [[-3.006, 2.811, -1.665], [-1.534, 3.158, 3.284], [-2.266, 2.364, 0.849], [-0.342, -0.727, -0.151], [0.949, -1.232, 0.565], [1.942, -1.293, -0.467], [1.480, -0.503, -1.408], [2.256, -0.140, -2.292], [0.216, -0.151, -1.294], [-0.744, 0.004, 0.550], [-0.957, -1.573, -0.462], [0.763, -2.155, 1.115], [1.242, -0.564, 1.375]],
  "forces_ev_per_a": [[0.07, 0.15, 0.65], [-0.12, 0.20, -0.11], [-0.13, -0.09, -0.50], [1.36, -1.93, 2.43], [-1.78, -0.04, 1.94], [-0.18, 0.61, -1.12], [-2.41, -1.59, 3.33], [1.19, 0.88, -1.99], [2.06, 1.51, -2.68], [-0.71, 0.05, -0.84], [-0.40, 0.42, 0.15], [0.54, -0.56, -0.79], [0.49, 0.41, -0.49]],
  "nbo_charge": [0.868, 0.752, -0.613, -0.113, -0.123, -0.346, 0.952, 0.048, -0.396, 0.246, 0.238, 0.266, 0.222],
  "spin_multiplicity": 6,
  "total_energy_ha": -3171.24856,
  "homo_energy_ev": [-14.43, -17.48],
  "lumo_ev": [-7.947, -12.720],
  "charge": 2,
  "orbital_gap_ev": [6.488, 4.758]
}

# 15
{
  "formula": "C3H4CaO4",
  "method": "ωB97M-V with the def2-TZVPD basis set",
  "species": ["C", "O", "O", "C", "O", "C", "Ca", "H", "H", "O", "H", "H"],
  "positions_angstrom": [[1.510, -0.758, -0.839], [2.486, -1.450, -0.584], [0.465, -1.230, -1.506], [-0.436, -0.152, -1.655], [1.608, 0.684, -1.588], [0.380, 0.916, -2.035], [3.443, -3.399, -0.686], [0.059, 1.947, -2.200], [-1.354, -0.435, -2.166], [0.455, -0.293, 0.892], [0.385, -1.063, 1.466], [-0.491, 0.001, 0.232]],
  "forces_ev_per_a": [[0.24, 0.50, -3.97], [-0.80, 1.79, 0.57], [-0.51, -0.29, 2.13], [0.24, 0.76, -3.23], [0.84, -1.53, 1.93], [-1.34, -1.01, 3.17], [0.31, -0.39, 0.00], [0.41, -0.32, -0.52], [0.03, 0.11, 0.49], [-2.13, 2.09, -2.94], [-0.67, -0.21, -0.23], [3.38, -1.50, 2.59]],
  "nbo_charge": [1.080, -0.820, -0.465, -0.174, -0.462, 0.228, 0.995, 0.246, 0.255, -0.917, 0.510, 0.525],
  "relative_energy_kcal_mol": 69.2,
  "spin_multiplicity": 2,
  "total_energy_ha": -1094.91193,
  "homo_energy_ev": [-9.65, -13.50],
  "lumo_ev": [-3.966, -4.072],
  "charge": 1,
  "orbital_gap_ev": [5.685, 9.429]
}

# 16
{
  "formula": "C3H4CdLiO3",
  "method": "ωB97M-V with the def2-TZVPD basis set",
  "species": ["C", "C", "O", "C", "O", "O", "H", "H", "H", "Cd", "Li", "H"],
  "positions_angstrom": [[-1.250, 0.340, 0.298], [0.093, -0.275, -0.020], [1.041, 0.786, -0.221], [2.283, 0.493, -0.531], [2.620, -0.718, -0.668], [-1.912, -0.189, 1.275], [-1.220, 1.450, 0.275], [0.021, -0.896, -0.925], [0.414, -0.922, 0.809], [4.240, 0.395, -1.020], [-3.677, -0.674, 1.278], [-2.654, 0.210, -0.550]],
  "forces_ev_per_a": [[-3.83, 0.93, -0.22], [-0.87, -1.62, -0.68], [2.49, 1.16, -0.59], [-3.75, -0.30, 0.85], [-1.79, -2.01, 0.38], [0.40, -1.07, 2.45], [0.16, -0.42, -0.30], [0.27, 0.23, 0.18], [-0.17, 0.36, -0.14], [3.47, 1.82, -0.78], [1.14, 0.43, -0.28], [2.47, 0.49, -0.89]],
  "nbo_charge": [0.200, -0.192, -0.459, 0.362, -0.809, -0.971, 0.162, 0.222, 0.229, 1.497, 0.956, -0.197],
  "relative_energy_kcal_mol": 69.3,
  "total_energy_ha": -517.22704,
  "homo_energy_ev": [-9.90, -9.91],
  "lumo_ev": [-7.313, -7.313],
  "charge": 1,
  "orbital_gap_ev": [2.591, 2.595]
}

Per-record F_max, eV/Å: 5.16; 7.14; 3.51; 6.22; 5.25; 4.87; 8.19; 3.93; 3.58; 4.61; 4.19; 3.29; 3.48; 4.41; 4.51; 4.00